(1)
# C5H7NO2

2 unconnected molecules or ions with the total composition C5H7NO2 (ωB97M-V/def2-TZVPD, OMol25).

Geometry as XYZ:
```
15
Properties=species:S:1:pos:R:3
C -0.38580 -1.15410 -0.22028
C 0.72291 1.13256 -1.35926
C -0.24520 1.62161 -0.22624
C -0.08062 0.21945 -0.56369
C -1.22979 -1.32113 1.04142
N 1.79933 -0.71038 1.04075
O -0.20678 -2.18432 -0.86913
O 2.63934 -0.02271 0.60601
H 0.47561 1.15490 -2.37886
H 1.83749 1.12864 -1.24074
H 0.10106 2.06478 0.68218
H -1.34323 2.08603 -0.42351
H -0.74769 -0.70879 1.81282
H -1.17363 -2.41428 1.36879
H -2.16299 -0.89227 0.72973
```

relative energy (zero: lowest compared OMol25 entry of this formula, charge and spin) = 578.7 kJ/mol
orbital gap (spin up / spin down) = 8.347 / 8.077 eV
max |F| = 3.25 eV/A

Here are the Mulliken charges for atoms 1 to 8, given in e: atom 1 (C): 0.6472, atom 2 (C): -0.4505, atom 3 (C): -0.5280, atom 4 (C): 0.1586, atom 5 (C): -0.8774, atom 6 (N): 0.1762, atom 7 (O): -0.6179, atom 8 (O): -0.1984

(2)
# C4H7NO

A single C4H7NO molecule (ωB97M-V/def2-TZVPD, OMol25).

Geometry as XYZ:
```
13
Properties=species:S:1:pos:R:3
C -0.02507 -1.85237 0.58741
C 0.25165 -0.37733 0.55210
O 1.30795 0.02291 1.00004
C -0.69615 0.59162 -0.17662
C 0.05120 1.85914 -0.30509
N -0.10971 0.90380 -1.45892
H 0.82563 -2.31849 1.08643
H -0.13146 -2.27481 -0.41589
H -0.94330 -2.05114 1.14093
H -1.77498 0.46754 -0.12454
H 0.76685 1.96736 0.51921
H -0.29337 2.81464 -0.65257
H 0.50570 0.16351 -1.79594
```

SMILES = CC(=O)[C@H]1CN1
relative energy (zero: lowest compared OMol25 entry of this formula, charge and spin) = 271.3 kJ/mol
orbital gap = 10.323 eV
max |F| = 1.49 eV/A

Here are the Mulliken charges for atoms 1 to 8, given in e: atom 1 (C): -1.0874, atom 2 (C): 0.5600, atom 3 (O): -0.5488, atom 4 (C): -0.0589, atom 5 (C): -0.4405, atom 6 (N): -0.4963, atom 7 (H): 0.3370, atom 8 (H): 0.2835

(3)
# C20H26N2O4

A single C20H26N2O4 molecule (ωB97M-V/def2-TZVPD, OMol25).

Geometry as XYZ:
```
52
Properties=species:S:1:pos:R:3
C 5.31787 2.76867 0.22582
C 3.86652 2.35686 0.28365
O 2.97807 3.18193 0.34286
C 3.57497 0.90787 0.26326
C 4.53787 -0.07857 0.03486
C 4.18044 -1.40624 -0.00307
C 2.85171 -1.80223 0.19059
O 2.62230 -3.13455 0.11898
C 1.29184 -3.61468 0.11992
C 0.58109 -3.32819 -1.20696
C -0.89751 -3.71146 -1.14633
C -1.64946 -2.97517 -0.04368
O -2.16347 -3.54149 0.89667
N -1.68799 -1.63305 -0.19658
C -2.40019 -0.76586 0.71669
C -3.01836 0.40882 -0.05596
C -1.94206 1.37431 -0.47292
C -0.99354 2.05764 0.23241
C -0.26169 2.82283 -0.71068
C -0.81709 2.54783 -1.91904
O -1.83387 1.67408 -1.78935
N -4.12650 1.00297 0.68400
C -4.89660 1.91427 -0.13858
C -3.76772 1.62060 1.94387
C 1.89014 -0.82456 0.44506
C 2.25711 0.50363 0.47548
H 5.87808 2.29271 1.02708
H 5.38802 3.84896 0.32449
H 5.74937 2.47042 -0.72742
H 5.57027 0.18685 -0.12938
H 4.91464 -2.17469 -0.18780
H 1.38502 -4.69265 0.27163
H 0.72460 -3.20147 0.96161
H 1.07434 -3.89453 -1.99963
H 0.69184 -2.26808 -1.44799
H -1.37143 -3.49223 -2.10527
H -0.99558 -4.77936 -0.94791
H -1.25779 -1.19801 -0.99738
H -3.18340 -1.35866 1.19493
H -1.71551 -0.39782 1.48902
H -3.46136 0.00349 -0.97526
H -0.82795 2.02708 1.29031
H 0.57078 3.46428 -0.50558
H -0.59320 2.89195 -2.90894
H -5.78131 2.22019 0.41756
H -5.21737 1.40157 -1.04410
H -4.33584 2.81653 -0.42420
H -4.68800 1.88620 2.46304
H -3.16548 2.53171 1.82124
H -3.22290 0.91084 2.56016
H 0.85994 -1.08675 0.62706
H 1.51635 1.26518 0.66175
```

SMILES = CC(=O)c1ccc(OCCCC(=O)NC[C@H](c2ccco2)N(C)C)cc1
relative energy (zero: lowest compared OMol25 entry of this formula, charge and spin) = 242.3 kJ/mol
orbital gap = 9.074 eV
max |F| = 0.81 eV/A

Here are the Mulliken charges for atoms 1 to 8, given in e: atom 1 (C): -1.4738, atom 2 (C): 0.8796, atom 3 (O): -0.5825, atom 4 (C): 0.0123, atom 5 (C): -0.3416, atom 6 (C): -0.9944, atom 7 (C): 0.6197, atom 8 (O): -0.4428

(4)
# C16H16N2OS

A single C16H16N2OS molecule (ωB97M-V/def2-TZVPD, OMol25).

Geometry as XYZ:
```
36
Properties=species:S:1:pos:R:3
C 2.99643 -3.45071 2.85440
O 2.25901 -2.44111 2.21658
C 0.97594 -2.25293 2.77006
C 0.19248 -1.37605 1.83441
C -0.22317 -0.10117 2.18308
C -0.92469 0.66778 1.25739
C -1.41167 2.04257 1.57886
N -1.20578 0.21686 0.04335
C -0.80579 -0.98676 -0.31552
S -1.18225 -1.51232 -1.93805
C -1.96990 -0.00016 -2.60046
C -1.05428 1.18322 -2.59730
C 0.24993 1.07479 -3.06188
C 1.08852 2.17448 -3.05846
C 0.63036 3.39641 -2.59632
C -0.67135 3.51321 -2.13949
C -1.50884 2.41212 -2.13743
C -0.09913 -1.84398 0.54919
C 0.28731 -3.13551 0.14001
N 0.57400 -4.19926 -0.17914
H 3.95780 -3.49268 2.34762
H 2.49419 -4.42152 2.76660
H 3.15009 -3.22232 3.91676
H 0.46526 -3.22470 2.87838
H 1.04946 -1.78852 3.76644
H -0.00330 0.29405 3.16250
H -2.45568 1.99748 1.88839
H -1.35025 2.66612 0.69079
H -0.82963 2.48239 2.38376
H -2.25345 -0.28073 -3.61678
H -2.86355 0.18912 -2.00802
H 0.61066 0.11970 -3.41658
H 2.10281 2.07646 -3.41627
H 1.28574 4.25477 -2.59103
H -1.03451 4.46552 -1.78002
H -2.52279 2.50338 -1.77584
```

SMILES = COCc1cc(C)nc(SCc2ccccc2)c1C#N
relative energy (zero: lowest compared OMol25 entry of this formula, charge and spin) = 135.7 kJ/mol
orbital gap = 8.851 eV
max |F| = 1.17 eV/A

Here are the Mulliken charges for atoms 1 to 8, given in e: atom 1 (C): -0.7701, atom 2 (O): -0.2981, atom 3 (C): -0.9677, atom 4 (C): 1.0392, atom 5 (C): -0.8533, atom 6 (C): 0.3579, atom 7 (C): -1.2141, atom 8 (N): -0.2257

(5)
# C3H11NO3

3 unconnected molecules or ions with the total composition C3H11NO3 (ωB97M-V/def2-TZVPD, OMol25).

Geometry as XYZ:
```
18
Properties=species:S:1:pos:R:3
C 3.15422 -1.06034 0.49946
C 1.78416 -0.55562 -0.20490
C 1.83080 -0.15583 -1.56800
N 2.28902 -1.20956 -2.40357
O 1.42802 0.93691 -2.02019
H 3.25029 -2.15067 0.18094
H 3.04773 -1.30613 1.50512
H 3.85649 -0.20852 0.35239
H 0.96091 -1.37816 -0.10511
H 1.48390 0.18699 0.51834
H 2.83101 -2.00420 -1.99674
H 2.06469 -1.27191 -3.36413
H -5.36025 5.21591 1.24692
H -5.30827 4.81320 -0.19100
O -5.65971 4.53870 0.65688
H -3.80261 -0.67802 2.09610
H -3.66599 -2.22882 2.30934
O -4.18442 -1.48395 2.48817
```

expectation value of S² = 0.76
relative energy (zero: lowest compared OMol25 entry of this formula, charge and spin) = 179.0 kJ/mol
orbital gap (spin up / spin down) = 8.057 / 3.575 eV
spin multiplicity = 2
total charge = +1
max |F| = 6.17 eV/A

Here are the Mulliken charges for atoms 1 to 8, given in e: atom 1 (C): -1.0993, atom 2 (C): -0.4583, atom 3 (C): 0.7134, atom 4 (N): -0.2711, atom 5 (O): -0.1111, atom 6 (H): 0.3719, atom 7 (H): 0.3698, atom 8 (H): 0.3033

(6)
# C10H19NO4PtS2

A molecular structure, C10H19NO4PtS2 (ωB97M-V/def2-TZVPD, OMol25).

Geometry as XYZ:
```
37
Properties=species:S:1:pos:R:3
Pt -0.09381 0.38376 -1.19115
S 0.09798 2.00520 0.72585
S 0.63383 -1.97062 -0.68159
C -1.05498 3.11542 -0.21658
C 1.71734 2.66646 0.23583
C 2.30034 2.00505 -1.01749
N 2.09367 0.56260 -0.89560
C 2.57364 -0.35806 -1.92997
C 2.26569 -1.78797 -1.46319
H 2.34069 2.48075 1.11289
H 1.60834 3.75347 0.13155
H 3.36725 2.18279 -1.11911
H 1.75778 2.31774 -1.90728
H 3.63593 -0.18599 -2.06487
H 2.01348 -0.11885 -2.82969
H 2.95460 -2.11034 -0.68151
H 2.32590 -2.51950 -2.27697
C -0.41301 -2.54850 -2.10083
H 2.30630 0.22613 0.04518
H -0.45802 -1.76341 -2.87903
H -1.42466 -2.70842 -1.70056
H -0.01470 -3.48854 -2.48527
H -2.07332 2.84384 0.09892
H -0.96004 2.93298 -1.30282
H -0.85310 4.15638 0.04566
C 0.47748 -1.14899 3.41787
C 1.74272 -0.91750 3.27417
H 0.06935 -1.99015 2.83702
H -0.17535 -0.28221 3.41861
H 2.43792 -1.60338 2.82444
H 2.20642 0.05325 3.43211
O -3.98531 -0.17568 -0.90584
C -2.81271 0.05183 -1.17870
O -1.76570 -0.09259 -0.41939
C -2.50699 0.59312 -2.67480
O -3.39799 0.75994 -3.43245
O -1.21606 0.79935 -2.91218
```

expectation value of S² = 2.01
orbital gap (spin up / spin down) = 6.798 / 6.745 eV
spin multiplicity = 3
max |F| = 4.89 eV/A

Here are the Mulliken charges for atoms 1 to 8, given in e: atom 1 (Pt): 1.2971, atom 2 (S): 0.0118, atom 3 (S): 0.0137, atom 4 (C): -0.9600, atom 5 (C): -0.7051, atom 6 (C): -0.6289, atom 7 (N): -0.4433, atom 8 (C): -0.6123